[1]
ORCA calculation (ωB97M-V/def2-TZVPD) on C4H7NO in the gas phase.

Summary:
**E_LUMO**: -0.004 Ha
**HOMO energy**: -8.8 eV
**Relative energy (zero: lowest compared OMol25 entry of this formula, charge and spin)**: 140.5 kcal per mole

Structure (ORCA input):
```
! wB97M-V def2-TZVPD RIJCOSX def2/J DEFGRID3
* xyz 0 1
H -1.27 1.49 -1.17
H 3.07 -0.48 0.18
N 1.47 0.47 0.02
O 2.14 -0.75 0.12
H -1.04 -0.99 1.75
C -0.50 -1.01 -0.25
C 0.22 0.32 -0.15
H -0.86 -1.17 -1.28
H -1.30 1.63 0.59
H 0.22 -1.84 -0.05
H -0.01 2.45 -0.34
C -1.37 -1.50 0.82
C -0.63 1.55 -0.28
*
```

Löwdin atomic charge list, values in e, 4 entries: number 1, H, carries 0.0840; number 2, H, carries 0.0953; number 3, N, carries 0.0314; number 4, O, carries -0.0737

=====

[2]
ORCA calculation (ωB97M-V/def2-TZVPD) on a molecular structure, C22H28AsBiF6N3OP.

Summary:
**⟨S²⟩**: 0.771
**E_LUMO (alpha / beta)**: -0.327 / -0.463 Ha
**HOMO energy (alpha / beta)**: -17.4 / -17.4 eV

Structure (ORCA input):
```
! wB97M-V def2-TZVPD RIJCOSX def2/J DEFGRID3
* xyz 3 2
H -1.98 3.67 -4.04
F 1.04 4.76 1.50
H -2.22 1.28 4.56
C -2.24 0.51 3.80
As 1.14 3.84 0.12
H -2.35 -2.27 1.11
H -4.35 -1.78 2.45
H -1.38 2.30 -5.83
N -1.16 -0.48 -3.86
H -0.78 3.96 -2.78
H 0.43 2.83 -4.20
N -0.38 2.26 -3.95
H 2.70 -5.00 -0.63
C 0.65 -2.85 1.03
H 1.20 -1.62 3.74
O 0.11 -0.51 -0.34
C 0.54 -5.05 2.00
N -1.39 1.65 -1.35
C 1.59 -3.31 0.09
C 2.81 0.02 1.20
C 3.97 0.34 1.86
Bi 0.42 0.71 -2.34
F 2.66 3.12 0.40
C -1.14 -0.76 2.08
F -0.44 4.18 -0.52
H 1.78 -6.53 1.07
H -2.94 1.79 -2.76
H 2.00 -2.63 -0.65
H -0.21 0.83 3.21
C -1.78 0.42 -4.88
C -2.32 -1.49 1.85
H -2.80 3.19 -1.71
H -0.97 2.28 -0.66
C -0.86 1.59 -5.18
P 0.25 -1.12 1.05
C -1.35 3.19 -3.29
C 1.46 -5.50 1.06
H -1.98 -0.13 -5.80
C -1.11 0.24 3.05
C 4.14 -0.05 3.22
H -1.88 -1.04 -3.40
C 3.13 -0.74 3.90
C 0.14 -3.73 2.00
H 5.07 0.18 3.72
H -2.74 0.76 -4.50
F 0.41 2.38 0.76
C -3.45 -1.21 2.61
H -0.57 -3.38 2.74
H 0.02 1.24 -5.73
H 2.68 0.33 0.17
C -2.23 2.46 -2.28
H 4.75 0.90 1.37
H -1.94 0.97 -0.84
F 1.80 4.94 -0.97
H 0.14 -5.74 2.73
H -4.28 -0.02 4.18
H -0.57 -1.16 -4.34
F 1.18 2.58 -1.58
H 3.27 -1.03 4.93
C 1.97 -1.05 3.24
C -3.40 -0.22 3.59
C 1.99 -4.63 0.10
C 1.78 -0.64 1.88
*
```

Löwdin atomic charge list, values in e, 4 entries: number 1, H, carries 0.1483; number 2, F, carries -0.1256; number 3, H, carries 0.1266; number 4, C, carries -0.0313